(1)
DFT (ωB97M-V with the def2-TZVPD basis set) results for a molecular structure, C30H23BrN8S3V at a distorted geometry.

The lowest unoccupied orbital energy (alpha / beta) is -1.4 / -1.5 eV. As for the calculated total energy: -6307.6209 hartree. As for the spin multiplicity: 2. The expectation value of S² is 1.236. The value obtained for the HOMO energy (alpha / beta) is -0.2278 / -0.2191 hartree.

Last column: Mulliken spin population.
CARTESIAN COORDINATES (ANGSTROEM)
C  4.601  -1.519  -4.072  -0.010
C  -2.096  2.942  -0.429  -0.002
N  1.741  -0.965  -0.977  -0.068
H  0.717  -4.413  -2.963  -0.001
C  -3.371  3.239  -0.897  0.001
C  3.555  1.956  0.154  0.030
H  4.913  -2.642  -7.251  0.000
N  6.449  -1.917  -6.120  -0.005
H  -2.327  -4.987  -0.286  -0.001
C  1.672  -2.049  -1.785  -0.025
C  -1.223  -3.160  -0.021  0.031
H  4.519  1.970  -0.334  0.004
H  4.435  0.550  -2.298  0.001
V  0.302  -0.555  0.067  1.435
H  -5.055  2.389  1.892  0.000
Br  -3.596  3.923  -2.652  0.000
C  -4.240  2.556  1.205  -0.001
C  -1.154  -0.892  4.453  0.026
C  2.605  -2.257  -2.792  0.020
C  2.587  1.019  -0.206  -0.036
H  -1.387  -1.928  6.297  0.002
H  0.210  1.935  1.851  -0.033
C  -1.777  -1.042  5.801  -0.002
H  -2.857  -1.131  5.719  0.000
H  -5.473  3.207  -0.438  0.000
N  1.388  0.983  0.440  -0.130
H  6.304  -0.767  -2.976  0.001
H  -1.824  -2.801  0.810  -0.001
C  0.226  -0.952  4.264  -0.012
N  -0.828  -4.809  -1.689  0.023
H  -3.009  -0.627  3.377  0.000
S  0.437  -0.195  -4.091  0.014
H  1.827  -0.995  2.825  -0.011
N  -1.891  2.468  0.786  0.002
C  6.820  -1.402  -4.959  0.002
N  -0.005  -0.780  1.897  0.027
C  -2.933  2.303  1.586  -0.001
C  3.629  -1.331  -2.992  -0.008
H  -1.223  3.092  -1.051  0.001
H  0.880  -1.048  5.115  -0.001
C  5.945  -1.180  -3.908  -0.011
C  0.758  -0.909  2.991  0.071
C  -4.470  3.022  -0.080  -0.001
C  -1.934  -0.706  3.306  -0.023
H  -2.702  1.936  2.578  0.000
C  5.175  -2.232  -6.283  0.001
C  0.178  -4.067  -2.093  -0.018
S  0.855  2.274  -2.525  0.000
C  4.214  -2.060  -5.300  -0.003
N  -0.207  -2.390  -0.425  -0.080
C  2.737  -0.063  -1.152  -0.030
H  2.019  3.543  2.499  -0.003
C  -1.329  -0.644  2.074  0.067
N  3.363  2.831  1.117  -0.092
C  2.170  2.816  1.716  -0.034
H  3.180  -2.298  -5.495  -0.001
C  -1.515  -4.363  -0.631  -0.011
C  1.184  1.913  1.378  -0.052
C  0.153  0.788  -2.784  -0.001
H  2.520  -3.124  -3.425  0.005
H  -1.911  -0.486  1.163  -0.009
C  0.540  -2.875  -1.460  -0.002
H  -1.551  -0.184  6.432  0.003
H  7.873  -1.159  -4.873  0.000
S  -1.038  0.231  -1.600  -0.043
C  3.693  -0.217  -2.141  -0.009

(2)
DFT (ωB97M-V with the def2-TZVPD basis set) results for a molecular structure, C30H23CaN3O3P.

The lowest unoccupied orbital energy is -3.1 eV. As for the calculated total energy: -2565.9837 hartree. The energy above the lowest of the compared OMol25 structures with the same formula, charge and spin comes out at 4.89 kJ/mol. As for the spin multiplicity: 1. As for the charge: +1. The value obtained for the HOMO energy is -0.4239 hartree.

Last column: Mulliken charge in e.
CARTESIAN COORDINATES (ANGSTROEM)
C  -0.886  1.205  -1.122  0.755
C  0.180  -3.641  -3.292  -0.530
C  2.948  1.541  0.523  0.271
C  -5.319  -0.501  -1.162  -0.704
C  0.184  1.517  5.911  -0.346
H  1.849  -2.329  -3.629  0.466
H  0.236  4.628  -2.491  0.429
N  1.051  -0.065  3.799  -0.287
C  -3.101  -0.539  -0.235  0.205
C  0.566  -0.611  4.918  -0.183
N  3.161  -0.862  -0.081  -0.162
C  -0.805  -1.634  -1.636  0.152
C  3.699  -1.836  -0.826  -0.289
H  -2.481  -2.947  -1.321  0.416
C  0.013  3.407  -0.746  -0.618
C  -0.403  2.178  -0.255  -0.481
C  0.670  2.095  4.752  -0.590
H  -2.966  -0.858  1.881  0.321
H  4.715  1.767  -1.439  0.522
C  5.024  -0.290  -2.053  -0.391
C  -5.002  -0.861  1.198  -0.617
C  4.636  -1.601  -1.811  -0.645
C  -5.845  -0.731  0.105  -0.504
H  -6.916  -0.806  0.236  0.401
H  -0.333  1.986  0.806  0.365
C  -1.036  -3.810  -2.644  -0.769
H  -0.679  2.927  -4.029  0.433
H  -0.151  2.134  6.734  0.449
H  5.756  -0.064  -2.818  0.462
O  3.156  2.673  0.147  -0.628
C  -0.992  1.477  -2.488  -0.263
H  -1.354  0.722  -3.176  0.369
H  -5.975  -0.395  -2.015  0.422
C  -3.628  -0.764  1.030  -0.498
H  3.362  -2.848  -0.626  0.414
N  2.257  1.074  1.603  -0.491
C  -0.090  3.673  -2.102  -0.593
O  -0.626  -0.608  0.884  -0.605
H  0.525  -1.694  4.957  0.414
C  -0.602  2.713  -2.972  -0.791
C  0.907  -2.471  -3.114  -0.795
Ca  1.405  -1.058  1.582  1.922
H  -3.549  -0.219  -2.324  0.307
H  5.051  -2.425  -2.374  0.460
H  0.556  -4.418  -3.944  0.419
C  4.464  0.725  -1.299  -0.555
C  -3.950  -0.403  -1.334  -0.234
H  0.433  4.131  -0.061  0.438
H  -1.608  -4.717  -2.787  0.440
C  -1.528  -2.811  -1.817  -0.469
H  -5.412  -1.034  2.184  0.422
H  -0.240  -0.364  6.882  0.404
P  -1.332  -0.390  -0.444  1.611
C  1.640  1.942  2.458  0.190
C  0.132  0.133  5.998  -0.652
C  3.543  0.404  -0.312  0.324
H  0.982  -0.550  -2.175  0.500
C  1.107  1.275  3.723  0.432
H  0.732  3.163  4.608  0.504
C  0.419  -1.470  -2.289  -0.332
O  1.450  3.134  2.327  -0.620

(3)
DFT (ωB97M-V with the def2-TZVPD basis set) results for a molecular structure, C30H23Cl4N2O2PPd.

The lowest unoccupied orbital energy (alpha / beta) is -7.1 / -8.2 eV. As for the calculated total energy: -3726.3867 hartree. The energy above the lowest of the compared OMol25 structures with the same formula, charge and spin comes out at 160.43 kJ/mol. As for the spin multiplicity: 5. As for the charge: +2. The expectation value of S² is 6.088. The value obtained for the HOMO energy (alpha / beta) is -0.4817 / -0.5370 hartree.

Last column: Mulliken spin population.
CARTESIAN COORDINATES (ANGSTROEM)
C  -3.441  -1.211  -3.945  0.002
H  -4.209  -0.399  2.035  0.059
C  -2.679  -1.563  2.925  0.235
H  -3.080  -0.007  -0.180  0.013
C  0.242  -3.538  -2.335  0.009
C  2.635  -3.643  -0.922  0.015
H  5.215  4.890  3.066  0.000
H  6.313  3.519  3.115  0.000
H  -1.612  1.397  -5.110  0.000
N  2.022  -1.606  0.326  0.121
C  1.726  -2.627  -0.674  -0.027
C  -3.046  -0.165  -4.770  0.001
H  2.156  1.055  2.670  0.004
H  -3.018  -2.335  -2.173  0.002
C  -1.669  -1.556  0.281  -0.085
C  3.397  2.392  -0.035  -0.016
H  -3.054  -1.546  3.938  0.002
C  -2.423  3.053  0.326  0.189
H  -1.615  -3.356  3.191  0.007
H  -0.539  -3.262  0.941  0.011
C  -3.117  -0.461  2.011  -0.008
H  -0.678  -3.487  -2.904  0.002
P  -0.559  -1.151  -1.080  0.175
C  2.811  1.669  2.064  -0.012
H  -3.628  0.071  -5.650  0.000
C  -1.171  0.278  -3.339  0.010
H  -0.295  0.869  -3.099  0.004
C  -1.559  -0.780  -2.514  -0.035
Cl  -2.016  1.085  4.137  0.023
H  0.926  -5.306  -3.328  0.001
C  1.147  -4.557  -2.581  0.002
H  3.055  -5.395  -2.074  0.000
C  5.671  4.106  2.458  0.000
C  3.784  2.448  2.648  0.000
C  4.393  3.198  0.478  0.008
H  3.028  -1.482  0.406  0.000
O  -0.266  0.579  1.801  0.140
C  -1.341  2.144  0.419  0.014
H  -4.326  -1.785  -4.183  0.000
C  2.343  -4.605  -1.878  0.008
Cl  -4.794  4.104  1.027  -0.012
H  3.215  2.353  -1.102  0.005
C  -2.702  -1.521  -2.815  -0.001
C  -2.554  0.962  2.442  0.101
H  6.287  4.577  1.697  0.000
H  1.696  -1.905  1.244  -0.016
H  3.566  -3.687  -0.371  0.000
Cl  -4.974  1.905  3.185  0.072
Cl  -2.363  4.202  -0.898  0.071
C  -3.611  2.012  2.191  0.276
C  4.611  3.243  1.852  -0.002
Pd  0.993  0.380  -0.055  1.477
H  4.995  3.790  -0.198  0.000
C  -1.283  -2.524  1.214  0.305
C  -2.639  -0.629  0.592  0.424
C  -1.914  0.580  -4.469  0.008
C  -3.527  2.978  1.220  -0.022
C  0.521  -2.562  -1.381  -0.001
H  3.899  2.436  3.724  0.000
O  -0.375  2.153  -0.364  0.316
C  -1.316  1.148  1.560  0.076
C  -1.870  -2.553  2.511  -0.026
N  2.612  1.630  0.736  0.077